(1)
37
Properties=species:S:1:pos:R:3:lowdin_charge:R:1 method="wB97M-V/def2-TZVPD" orbital_gap_ev="4.549 / 3.272" relative_energy_kj_mol=278.4 spin_multiplicity=5 total_charge=+3
C -0.4279 0.9998 -2.9217 0.11
C -1.3040 -0.1408 -3.0418 0.09
H -0.2795 1.6748 -3.7598 0.16
H 0.5266 0.5801 -2.5993 0.10
H -0.8176 1.5524 -2.0556 0.11
O -2.0235 -1.0804 -3.1161 0.24
I -2.5538 -3.1097 -0.7456 1.17
Pt 1.0110 0.6445 1.3400 0.71
P -1.3064 1.5134 1.2233 0.74
C -2.8586 0.6768 0.8597 -0.22
C -1.2198 1.7018 2.9988 -0.23
H -2.0629 2.3718 3.2961 0.10
H -2.3758 3.5459 0.8473 0.10
H -0.2157 2.1389 3.2534 0.06
H -0.6710 3.6267 0.2326 0.05
H -2.9803 -0.2581 1.4112 0.06
H -1.2973 0.7012 3.4321 0.07
C -1.5616 3.0184 0.2904 -0.20
H -3.6836 1.3964 1.1586 0.11
H -1.9575 2.7965 -0.7216 0.06
H -2.9539 0.4760 -0.2183 0.04
P 2.1088 -0.9965 -0.1497 0.73
C 1.4864 -2.5151 -0.8887 -0.22
C 3.0176 -0.3455 -1.5444 -0.20
H 3.4150 -0.5360 1.7974 0.06
H 3.9600 -2.0597 0.8755 0.10
H 2.4459 -2.0566 1.9249 0.07
C 3.0926 -1.4743 1.2668 -0.23
H 3.3606 0.6659 -1.3812 0.05
H 3.8813 -1.0503 -1.6564 0.10
H 2.3942 -3.0676 -1.2855 0.11
H 0.8213 -2.2962 -1.7376 0.04
H 2.4235 -0.4184 -2.4766 0.06
H 0.9587 -3.1541 -0.1768 0.06
Cl 2.1770 2.4798 0.8693 -0.06
O -0.8916 -0.9918 -0.3804 -0.42
C -0.1280 -0.3799 0.3946 -0.69

---

(2)
82
Properties=species:S:1:pos:R:3:lowdin_charge:R:1 method="wB97M-V/def2-TZVPD" orbital_gap_ev="4.339 / 5.215" relative_energy_kj_mol=0.0 spin_multiplicity=2
Au -2.9470 -2.0341 -0.2847 0.70
C 4.5450 -3.2230 2.0673 -0.06
C 4.0822 -3.3769 0.6223 -0.19
N 2.7650 -2.7883 0.3984 -0.04
C 1.6700 -3.6088 0.4184 0.03
C 0.3812 -3.2158 0.3037 0.00
C -0.6620 -4.3657 0.1793 -0.64
O -0.2672 -5.4605 0.6008 -0.01
O -1.7230 -4.0795 -0.4262 -0.10
C 0.1218 -1.8084 0.2172 -0.30
O -0.9587 -1.2283 0.3420 -0.09
C 1.2994 -0.9701 -0.0456 -0.04
C 1.1256 0.3288 -0.5031 0.09
C 2.2008 1.1450 -0.7076 -0.19
F 1.9465 2.3503 -1.2811 0.04
C 3.5134 0.7538 -0.3846 -0.13
C 3.6833 -0.5711 -0.0148 0.04
C 2.6017 -1.4544 0.1069 -0.13
N 4.6400 1.6485 -0.4012 -0.06
C 4.2851 3.0550 -0.1796 -0.14
C 5.4839 3.9707 -0.2618 -0.09
N 6.5042 3.5271 0.7453 0.06
C 6.9175 2.1269 0.4129 -0.09
C 5.7059 1.2229 0.4986 -0.16
H 5.5290 -3.6757 2.2004 0.08
H 3.8434 -3.7190 2.7382 0.09
H 4.6002 -2.1698 2.3523 0.07
H 4.0113 -4.4314 0.3691 0.12
H 4.8018 -2.9343 -0.0659 0.11
H 1.8672 -4.6685 0.5349 0.14
H 0.1234 0.6763 -0.7363 0.14
H 4.6774 -0.9558 0.1419 0.08
H 3.7658 3.1994 0.7775 0.13
H 3.6078 3.3822 -0.9556 0.13
H 5.1936 4.9961 -0.0445 0.14
H 5.9525 3.9190 -1.2425 0.14
H 6.0598 3.5254 1.6647 0.18
H 7.3023 4.1570 0.7776 0.18
H 7.6898 1.8072 1.1084 0.14
H 7.3161 2.1388 -0.5993 0.14
H 5.3567 1.1545 1.5420 0.15
H 6.0568 0.2370 0.2126 0.12
C -6.9667 -2.1110 -4.4968 -0.08
C -5.4740 -2.3615 -4.4883 -0.30
O -4.7696 -1.1540 -4.1307 -0.34
P -4.1385 -0.8979 -2.6811 -0.13
S -5.1875 -1.8621 -1.2689 0.37
S -2.2035 -1.3094 -2.6402 0.35
O -4.2994 0.6876 -2.5673 -0.34
C -5.5945 1.2975 -2.6862 -0.29
C -5.3849 2.7771 -2.9075 -0.07
H -7.4853 -2.9576 -4.9516 0.08
H -7.1957 -1.2151 -5.0766 0.08
H -7.3300 -1.9751 -3.4778 0.06
H -5.1079 -2.6403 -5.4739 0.12
H -5.2207 -3.1518 -3.7824 0.09
H -6.1544 1.0999 -1.7701 0.11
H -6.1290 0.8496 -3.5244 0.10
H -4.8653 3.2221 -2.0576 0.07
H -6.3452 3.2785 -3.0368 0.08
H -4.7804 2.9355 -3.8016 0.08
C -1.0944 -0.4684 3.4197 -0.01
C -1.1606 0.8721 2.7293 -0.17
C -0.1656 1.8082 3.0079 -0.08
C -0.0816 3.0048 2.3223 -0.68
Cl 1.1748 4.1522 2.7575 0.59
C -0.9658 3.3004 1.3017 -0.12
C -1.9756 2.3931 1.0307 0.01
C -2.1119 1.2103 1.7556 -0.25
O -3.1932 0.4696 1.4116 -0.07
C -3.9895 -0.1284 2.4470 -0.08
C -3.8223 -1.6339 2.7276 -0.67
O -3.9982 -1.9503 3.9014 0.02
O -3.5927 -2.4464 1.7648 -0.13
H -0.0771 -0.6393 3.7768 0.08
H -1.3416 -1.2729 2.7305 0.07
H -1.7689 -0.5465 4.2716 0.09
H 0.5730 1.5767 3.7665 0.11
H -0.8809 4.2216 0.7406 0.10
H -2.6952 2.5858 0.2442 0.12
H -5.0261 -0.0047 2.1291 0.13
H -3.8434 0.4020 3.3847 0.13

---

(3)
13
Properties=species:S:1:pos:R:3:lowdin_charge:R:1 method="wB97M-V/def2-TZVPD" orbital_gap_ev=5.647 relative_energy_kj_mol=101.2 total_charge=-1
C -0.1071 1.4119 1.3110 -0.15
C -0.7577 -0.0407 1.2158 -0.17
H 0.7965 1.3679 2.0372 0.08
H -0.8900 2.1107 1.7321 0.06
H 0.3224 1.6730 0.3677 0.03
H -1.5094 -0.1941 1.9820 0.04
H -1.2064 -0.3134 0.3014 0.02
H -0.0175 -0.8561 1.3249 0.06
C 0.5881 -0.9549 -1.9697 -0.80
S 2.0209 -1.3909 -3.0316 -0.10
H -0.3279 -1.5147 -2.3448 -0.01
H 0.7388 -1.4648 -1.0301 -0.06
H 0.3494 0.1662 -1.8959 0.00